[1]
C19H25CoN7O2S | wB97M-V/def2-TZVPD

Last column: Mulliken charge in e.
Cartesian coordinates (Å):
Co -0.06093 -1.05361 0.98894  0.19
N -4.21766 -1.72409 1.98200  -0.33
C -2.89812 -1.85210 1.91052  0.62
S -1.82975 -1.01777 2.89982  -0.34
N -2.50718 -2.86656 1.03832  -1.18
N -1.22164 -2.81357 0.78746  1.06
C -0.65224 -3.90347 0.35262  -0.62
C 0.79688 -3.90879 0.35237  0.92
C 1.52633 -4.94388 -0.21282  -0.80
C 2.91156 -4.88806 -0.14204  -0.33
C 3.49938 -3.81400 0.49744  -0.77
C 2.68552 -2.82002 1.04314  -0.15
N 1.36929 -2.86302 0.98034  -0.09
H -4.62896 -1.09107 2.64631  0.24
H -4.80767 -2.33516 1.43919  0.26
H -1.24026 -4.78211 0.10366  0.44
H 1.01828 -5.76491 -0.70044  0.42
H 3.51611 -5.67069 -0.57882  0.44
H 4.57362 -3.73034 0.57938  0.41
H 3.11776 -1.95996 1.54009  0.48
O 2.15246 0.81788 -1.75057  -0.73
C 1.71762 0.26607 -0.75389  0.32
O 1.05932 -0.83011 -0.68840  -0.46
C 1.95897 0.93090 0.60036  0.61
C 2.82265 2.00550 0.72959  -0.62
C 2.98075 2.58749 1.97529  -0.41
C 2.26199 2.08527 3.05219  -0.62
C 1.41794 1.01197 2.84249  -0.63
N 1.27557 0.43944 1.64331  0.48
H 3.33717 2.35665 -0.15346  0.56
H 3.65053 3.42673 2.10910  0.46
H 2.35066 2.51556 4.03942  0.46
H 0.83670 0.58808 3.65254  0.40
C -0.51289 3.02785 -3.35550  -0.91
C -1.82779 2.39568 -2.92215  -0.81
N -1.82085 1.98083 -1.51520  0.17
C -2.00302 3.04184 -0.52593  -1.37
C -0.72598 3.48099 0.18068  -0.19
C -1.56013 0.71715 -1.13594  1.04
C -1.40837 -0.32209 -2.20861  -1.62
N -1.46829 0.33974 0.11257  -0.10
H -0.54748 3.26788 -4.41828  0.41
H 0.32215 2.34728 -3.17884  0.19
H -0.31999 3.95448 -2.81455  0.27
H -2.05091 1.53589 -3.54548  0.39
H -2.65522 3.09551 -3.05227  0.41
H -2.75746 2.72702 0.20161  0.52
H -2.43578 3.88871 -1.05715  0.43
H -0.27477 2.66673 0.74564  -0.23
H -0.95052 4.29083 0.87550  0.44
H 0.01353 3.83603 -0.53536  0.24
H -2.32905 -0.39008 -2.78967  0.69
H -1.20722 -1.28265 -1.75047  -0.08
H -0.58052 -0.08920 -2.87769  0.31
H -1.67208 1.09133 0.76167  0.10

Atomic forces in eV per Å
0.0 0.0 0.0
0.0 0.0 -0.1
0.0 0.1 0.3
0.0 -0.1 -0.1
0.1 0.0 -0.1
-0.1 0.0 0.0
0.1 0.0 0.0
-0.1 0.0 0.0
0.0 0.0 0.0
0.0 0.0 0.0
0.0 0.0 0.0
0.0 0.0 0.0
0.0 0.0 0.0
0.0 0.0 0.0
0.0 0.0 0.0
0.0 0.0 0.0
0.0 0.0 0.0
0.0 0.0 0.0
0.0 0.0 0.0
0.0 0.0 0.0
0.0 0.0 0.0
0.0 0.0 0.0
0.0 0.0 -0.1
0.0 0.1 0.0
0.0 0.0 0.0
0.0 0.0 0.0
0.0 0.0 0.0
0.0 0.0 0.0
0.0 0.0 0.0
0.0 0.0 0.0
0.0 0.0 0.0
0.0 0.0 0.0
0.0 0.0 0.0
0.0 0.0 0.0
0.0 0.0 0.0
-0.1 0.0 0.0
0.0 0.0 0.0
0.0 0.0 0.0
0.1 0.0 0.0
0.1 0.0 0.0
-0.1 -0.1 0.0
0.0 0.0 0.0
0.0 0.0 0.0
0.0 0.0 0.0
0.0 0.0 0.0
0.0 0.0 0.0
0.0 0.0 0.0
0.0 0.0 0.0
0.0 0.0 0.0
0.0 0.0 0.0
0.0 0.0 0.0
0.0 0.0 0.0
0.0 0.0 0.0
0.0 0.0 0.0
0.0 0.0 0.0

Results
- Charge: +1
- HOMO (alpha / beta): -11.39 / -11.44 eV
- Kohn-Sham gap (alpha / beta): 0.2835 / 0.2052 Ha
- Electronic energy: -3053.5917 Eh
- LUMO level (alpha / beta): -3.6796 / -5.8589 eV
- Spin multiplicity: 5
- Energy above the lowest of the compared OMol25 structures with the same formula, charge and spin: 0.0000 eV
- Maximum force: 0.27 eV/A

***

[2]
C19H25N2SiTi | wB97M-V/def2-TZVPD

Last column: Mulliken charge in e.
Cartesian coordinates (Å):
C -1.87775 0.65005 -0.86001  -1.48
Ti -0.12169 0.09016 0.00249  0.03
N 1.87829 0.50848 0.92971  -0.73
N 0.47043 -1.28549 -1.66484  -0.75
H 1.99328 -0.18935 1.67900  0.29
H 0.09966 1.51072 0.54631  0.17
H -2.45942 1.38684 -0.26002  0.33
H -2.28237 -0.40445 -0.83564  0.45
H -1.45738 1.04039 -1.81627  0.46
H 0.82794 -2.16668 -1.28724  0.32
H 1.23916 -0.91236 -2.25210  0.32
H -0.26132 -1.55110 -2.33214  0.30
H 2.65105 0.49860 0.25750  0.32
H 1.81937 1.42902 1.37590  0.32
C -2.61211 4.00617 3.38371  -0.48
C -1.32708 3.80512 2.90112  -0.87
C -0.92008 2.50658 2.55936  0.25
C -1.81587 1.42854 2.65028  0.69
C -3.10040 1.64650 3.13169  -0.45
C -3.50222 2.92902 3.51051  -0.70
Si -1.26490 -0.31727 2.12177  0.98
C -0.02533 -0.84430 3.45146  0.31
C 0.61451 -2.08394 3.32198  -0.29
C 1.54326 -2.49814 4.28316  -0.66
C 1.84635 -1.66672 5.37016  -0.52
C 1.19885 -0.42970 5.50590  -0.66
C 0.25050 -0.02771 4.55492  -0.08
C -2.77556 -1.42854 2.36235  0.33
C -2.84847 -2.36419 3.40101  -0.18
C -3.96773 -3.19818 3.53445  -0.70
C -5.03610 -3.08213 2.62591  -0.50
C -4.96995 -2.14210 1.59837  -0.78
C -3.85346 -1.31309 1.46619  -0.29
H -2.92750 5.01156 3.66697  0.37
H -0.61777 4.62886 2.79462  0.39
H 0.09813 2.37278 2.19308  -0.02
H -3.79561 0.79745 3.21874  0.33
H -4.50533 3.08613 3.90350  0.40
H 0.37868 -2.73388 2.47222  0.33
H 2.02398 -3.47270 4.18539  0.41
H 2.58458 -1.97803 6.10679  0.39
H 1.42546 0.22285 6.34791  0.40
H -0.27080 0.92415 4.67446  0.39
H -2.02846 -2.44806 4.11958  0.29
H -4.00710 -3.93014 4.33479  0.41
H -5.90797 -3.72662 2.72923  0.39
H -5.79789 -2.04314 0.88534  0.39
H -3.81909 -0.57053 0.66660  0.41

Atomic forces in eV per Å
0.6 0.3 1.1
0.0 -1.4 -1.1
0.3 -0.4 0.1
0.9 -0.1 -0.7
0.4 0.3 -0.3
-0.7 1.9 -0.4
0.1 -0.6 -0.9
0.0 1.0 -0.6
-0.7 -0.3 0.2
0.0 0.0 -0.1
-0.5 -0.3 0.4
0.1 0.2 0.3
0.0 0.0 0.6
0.3 -0.5 -0.2
-0.5 0.0 0.1
0.5 -0.7 -0.1
-0.6 0.8 0.3
0.8 -0.1 -0.6
-0.5 0.1 0.2
0.3 0.2 0.0
-1.3 0.1 2.3
0.0 0.1 -0.5
0.5 0.1 0.4
-0.1 0.0 0.0
-0.3 0.2 -0.3
-0.1 -0.3 -0.3
0.4 -0.2 0.2
0.1 0.0 -0.6
-0.3 -0.3 0.0
-0.2 0.5 -0.5
0.6 0.0 0.3
-0.2 0.2 -0.2
0.0 -0.5 0.3
0.0 -0.3 -0.1
-0.3 -0.2 0.1
-0.3 0.0 0.2
0.3 0.5 0.0
0.2 0.0 -0.1
0.1 0.1 0.3
-0.1 0.3 0.1
-0.2 0.0 -0.2
0.0 -0.2 -0.1
0.2 -0.3 0.0
-0.3 0.0 -0.3
0.0 0.1 -0.1
0.2 0.2 -0.1
0.3 -0.1 0.4
-0.1 -0.2 0.2

Results
- Charge: +1
- HOMO: -11.16 eV
- Kohn-Sham gap: 0.2732 Ha
- Electronic energy: -1987.1802 Eh
- LUMO level: -3.7216 eV
- Maximum force: 2.66 eV/A